(1)
94
Properties=species:S:1:pos:R:3:lowdin_charge:R:1 method="wB97M-V/def2-TZVPD" total_charge=-2 gap_ev=7.0 e_above_lowest_ev=1.406 energy_ha=-5328.9637 largest_force_ev_per_a=1.22
Rb -1.0137 -2.1526 -0.4605 0.93
Cl -0.7841 -1.0145 2.3545 0.56
C -1.6616 -0.8839 3.8634 -0.99
Cl -3.4131 -0.6593 3.6864 0.53
H -1.2696 -0.0175 4.3881 0.02
H -1.5007 -1.8027 4.4248 -0.01
Cl -0.5215 -4.7327 1.1706 0.52
C -1.9208 -5.0354 2.2016 -0.94
Cl -1.5451 -4.7301 3.9431 0.48
H -2.2016 -6.0752 2.1006 0.03
H -2.7100 -4.3376 1.9037 0.00
S -3.9716 4.4322 -2.2615 1.00
C -3.4267 3.0175 -1.3499 -0.55
C -2.2167 2.4034 -1.6273 -0.04
C -1.8315 1.3285 -0.8417 -0.11
N -2.5826 0.8302 0.1381 0.09
C -3.7610 1.3950 0.3643 -0.14
C -4.2206 2.5009 -0.3344 -0.09
C -2.8640 5.6751 -1.6724 -0.52
C -2.4021 6.6347 -2.5614 -0.10
C -1.5723 7.6400 -2.0905 -0.16
N -1.1640 7.7424 -0.8293 0.05
C -1.6035 6.8013 0.0090 -0.15
C -2.4491 5.7680 -0.3505 -0.07
H -1.5758 2.7544 -2.4238 0.12
H -0.8825 0.8457 -1.0244 0.08
H -4.3589 0.9479 1.1497 0.10
H -5.1832 2.9399 -0.1095 0.10
H -2.6755 6.5953 -3.6072 0.10
H -1.2047 8.3926 -2.7783 0.10
H -1.2624 6.8777 1.0335 0.10
H -2.7623 5.0364 0.3841 0.11
C -0.2491 2.6734 2.3889 -0.07
C 1.0582 2.1551 1.8391 -0.30
O 0.9535 2.1008 0.4331 -0.17
C 2.1615 1.6812 -0.1933 -0.26
C 1.8969 1.5841 -1.6739 -0.06
H -0.2125 2.7380 3.4781 0.07
H -1.0699 2.0125 2.1073 0.05
H -0.4679 3.6684 1.9979 0.07
H 1.2740 1.1505 2.2335 0.10
H 1.8974 2.8070 2.1281 0.12
H 2.4677 0.7085 0.2125 0.11
H 2.9625 2.3984 0.0398 0.12
H 1.2101 0.7645 -1.8631 0.04
H 2.8202 1.3763 -2.2169 0.08
H 1.4847 2.5200 -2.0535 0.08
C 0.9774 -2.4509 -4.0432 -0.02
C 0.4410 -1.6290 -2.8839 -0.83
O -0.5991 -0.9507 -3.0723 -0.11
O 1.0585 -1.7162 -1.7843 -0.26
H 0.9738 -1.8561 -4.9571 0.07
H 0.3109 -3.2999 -4.2116 0.07
H 1.9780 -2.8267 -3.8416 0.07
C -5.2518 1.2815 -4.1622 -0.05
C -4.9778 0.0927 -3.2835 -0.28
C -4.0113 -0.8411 -3.6132 -0.03
C -3.7302 -1.9113 -2.7673 -0.06
C -4.4146 -2.0368 -1.5737 -0.27
C -5.4086 -1.1201 -1.2338 -0.06
C -5.6864 -0.0750 -2.0890 -0.06
S -3.9347 -3.2591 -0.3857 0.36
O -5.1476 -3.9087 0.0702 -0.33
O -2.9842 -4.1224 -1.0875 -0.43
O -3.2664 -2.4547 0.6422 -0.56
H -4.6816 1.2257 -5.0888 0.08
H -4.9713 2.2095 -3.6589 0.03
H -6.3096 1.3591 -4.4198 0.08
H -3.4328 -0.7232 -4.5204 0.11
H -2.9669 -2.6320 -3.0173 0.11
H -5.9352 -1.2310 -0.2964 0.12
H -6.4509 0.6464 -1.8171 0.11
O 10.7994 -2.9555 1.2067 -0.38
S 9.6877 -2.0658 0.9422 0.38
O 9.0609 -2.2340 -0.3506 -0.37
O 9.9158 -0.6849 1.3298 -0.37
C 8.4115 -2.6172 2.1284 -0.34
N 8.8465 -3.0565 3.3129 0.11
C 7.9056 -3.3856 4.1873 -0.14
C 6.5556 -3.2889 3.9196 -0.02
C 6.2068 -2.8242 2.6586 -0.22
N 7.1334 -2.4936 1.7665 0.17
C 4.7747 -2.6452 2.2439 -0.14
C 4.4520 -2.2313 0.9607 0.01
C 3.1169 -2.0280 0.6252 -0.12
N 2.1063 -2.1835 1.4847 0.06
C 2.4259 -2.6202 2.6994 -0.17
C 3.7198 -2.8652 3.1222 -0.02
H 8.2454 -3.7423 5.1562 0.10
H 5.8279 -3.5658 4.6649 0.09
H 5.2380 -2.0624 0.2379 0.12
H 2.8398 -1.7220 -0.3754 0.08
H 1.5986 -2.7600 3.3870 0.09
H 3.8784 -3.1946 4.1371 0.09



(2)
13
Properties=species:S:1:pos:R:3:nbo_charge:R:1 method="wB97M-V/def2-TZVPD" total_charge=0 gap_ev=7.7 e_above_lowest_ev=4.192 energy_ha=-1027.4775 largest_force_ev_per_a=5.31 smiles="O[C@@H]1C(=S)C[C@H]1S"
O -2.2172 -0.7817 0.1704 -0.73
C -0.8353 -0.5871 -0.3172 0.03
C 0.3410 -0.9523 0.6920 0.00
S 0.6921 -2.4255 1.5866 0.01
C 1.1904 0.0388 -0.0157 -0.53
C -0.0827 0.8592 -0.2503 -0.37
S 0.0867 1.9614 -1.6740 -0.01
H -2.2561 -1.0980 1.1449 0.49
H -0.5203 -1.2559 -1.1167 0.21
H 2.0940 0.4540 0.5819 0.25
H 1.4478 -0.3539 -1.0815 0.25
H -0.3697 1.1981 0.7872 0.23
H 0.4293 2.9429 -0.5075 0.17



(3)
99
Properties=species:S:1:pos:R:3:lowdin_charge:R:1 method="wB97M-V/def2-TZVPD" total_charge=+2 gap_ev=6.8 e_above_lowest_ev=0.000 energy_ha=-3023.3318 largest_force_ev_per_a=0.57
Ir 0.6529 0.1071 0.2579 1.14
C 0.9883 -1.9944 2.7038 -0.23
P 0.5228 -2.1731 0.9428 1.01
C 1.6646 -3.2525 0.0573 -0.37
C 2.6813 -3.9538 0.7004 -0.07
C 3.5618 -4.7374 -0.0366 -0.06
C 3.4248 -4.8293 -1.4138 -0.06
C 2.4055 -4.1386 -2.0605 -0.06
C 1.5342 -3.3482 -1.3294 -0.12
C -1.0446 -3.0726 1.0938 -0.36
C -2.0170 -2.5389 1.9477 -0.11
C -3.2131 -3.2091 2.1347 -0.06
C -3.4472 -4.4127 1.4782 -0.06
C -2.4821 -4.9476 0.6407 -0.05
C -1.2780 -4.2803 0.4457 -0.06
C 0.5993 -0.6036 3.1194 -0.39
C 0.7514 0.0286 4.3241 -0.03
C 0.3827 1.3869 4.1350 -0.03
C 0.0210 1.5172 2.8220 -0.39
C -0.3903 2.6753 1.9922 -0.22
P 0.5031 2.5236 0.3969 1.01
C -0.4702 3.5025 -0.7948 -0.38
C -1.8213 3.7864 -0.6242 -0.07
C -2.5100 4.5267 -1.5791 -0.05
C -1.8580 4.9879 -2.7103 -0.06
C -0.5039 4.7193 -2.8850 -0.06
C 0.1818 3.9859 -1.9341 -0.11
C 2.0110 3.5176 0.5231 -0.35
C 3.2694 2.9907 0.2638 -0.09
C 4.4005 3.7913 0.3454 -0.06
C 4.2770 5.1267 0.6921 -0.05
C 3.0214 5.6660 0.9488 -0.05
C 1.8944 4.8682 0.8605 -0.08
N 0.0978 0.2965 2.1948 -0.15
H 2.0569 -2.1624 2.8427 0.09
H 0.4437 -2.7573 3.2620 0.11
H 2.7820 -3.9150 1.7775 0.11
H 4.3422 -5.2895 0.4702 0.12
H 4.1018 -5.4519 -1.9836 0.12
H 2.2879 -4.2252 -3.1330 0.11
H 0.7399 -2.8090 -1.8372 0.11
H -1.8351 -1.6033 2.4671 0.11
H -3.9610 -2.7972 2.7998 0.12
H -4.3800 -4.9391 1.6327 0.12
H -2.6564 -5.8935 0.1453 0.12
H -0.5245 -4.7161 -0.1973 0.10
H 1.0890 -0.4287 5.2404 0.11
H 0.3820 2.1693 4.8762 0.11
H -0.1748 3.6331 2.4636 0.11
H -1.4608 2.6309 1.7838 0.07
H -2.3629 3.4443 0.2459 0.09
H -3.5583 4.7472 -1.4280 0.12
H -2.3959 5.5680 -3.4482 0.12
H 0.0180 5.0980 -3.7539 0.11
H 1.2454 3.8117 -2.0639 0.11
H 3.3692 1.9532 -0.0176 0.07
H 5.3775 3.3741 0.1390 0.11
H 5.1565 5.7527 0.7604 0.12
H 2.9233 6.7103 1.2125 0.12
H 0.9192 5.3030 1.0472 0.12
C -1.9604 0.7190 -3.0731 -0.02
C -1.0241 0.8273 -2.0746 -0.18
N -1.0671 0.0894 -0.9406 -0.10
C -2.0814 -0.7629 -0.8168 -0.08
C -3.0709 -0.9429 -1.7788 -0.18
C -3.0060 -0.1899 -2.9341 0.03
C -4.1406 -1.9434 -1.5411 -0.02
C -5.1374 -1.8495 -0.6642 -0.02
C -5.4021 -0.7599 0.2941 -0.26
C -6.6291 -0.6916 0.9396 0.01
C -6.8196 0.3501 1.8339 -0.10
N -5.8749 1.2516 2.0840 0.10
C -4.7376 1.0930 1.4201 -0.19
N -4.4443 0.1440 0.5419 0.14
H -1.8758 1.3578 -3.9418 0.12
H -0.2046 1.5193 -2.1681 0.07
H -2.1625 -1.2930 0.1130 0.08
H -3.7629 -0.2886 -3.7016 0.14
H -4.0967 -2.8290 -2.1668 0.12
H -5.8589 -2.6585 -0.6454 0.12
H -7.4078 -1.4177 0.7513 0.12
H -7.7562 0.4643 2.3670 0.12
H -3.9572 1.8202 1.6224 0.10
C 5.2973 -0.8522 0.7741 0.05
N 4.4152 -0.6826 -0.3905 -0.01
C 4.8597 -0.8250 -1.6704 0.01
C 4.0353 -0.6901 -2.7303 0.04
C 2.6598 -0.4147 -2.4803 -0.34
N 2.2291 -0.2832 -1.2226 0.06
C 3.1062 -0.4086 -0.1937 -0.54
O 2.6218 -0.2367 0.9635 -0.10
N 1.7805 -0.3079 -3.4710 0.23
H 6.3195 -0.6610 0.4609 0.11
H 5.2068 -1.8665 1.1590 0.10
H 5.0071 -0.1414 1.5425 0.11
H 5.9135 -1.0407 -1.7790 0.15
H 4.4105 -0.7983 -3.7362 0.13
H 2.0696 -0.4012 -4.4297 0.14
H 0.8098 -0.1193 -3.2739 0.09



(4)
74
Properties=species:S:1:pos:R:3:lowdin_charge:R:1 method="wB97M-V/def2-TZVPD" total_charge=-1 gap_ev=9.6 e_above_lowest_ev=3.595 energy_ha=-1642.2893 largest_force_ev_per_a=10.40
B -0.5691 -0.4562 0.1808 -1.19
F 0.1989 -0.6812 -0.9952 0.10
F 0.0389 0.5148 0.9388 0.16
F -1.8131 0.0818 -0.2462 0.11
F -0.7911 -1.7302 0.8118 0.10
C 1.3519 2.4448 -2.0862 -0.01
C 2.1179 3.8268 -2.1472 -0.16
N 2.7909 4.8328 -2.2372 0.07
H 0.3509 2.4258 -2.4042 0.05
H 1.9089 1.7248 -2.5222 0.03
H 1.2129 2.0958 -1.1572 0.02
C 3.9529 -1.3252 -0.7982 -0.02
C 3.8399 -1.5192 -2.2912 -0.30
O 5.0979 -1.7442 -2.8812 -0.08
H 4.2169 -0.3692 -0.6802 0.04
H 4.6429 -1.9902 -0.4512 0.07
H 2.9959 -1.2562 -0.5132 0.04
H 3.5109 -0.5132 -2.8252 0.16
H 3.3859 -2.3092 -2.4262 0.01
H 4.8389 -2.3582 -3.6092 0.10
C -1.8541 1.0078 -3.9632 -0.07
C -1.1181 -0.4462 -4.1112 -0.30
O 0.1949 -0.2512 -3.8072 -0.02
H -1.3691 1.6498 -4.7782 0.08
H -1.5671 1.4788 -3.1082 -0.03
H -3.0051 1.2628 -4.0092 0.10
H -1.3101 -0.9522 -5.0052 0.08
H -1.8601 -0.9612 -3.3902 0.13
H 0.2639 -0.1712 -2.9322 -0.02
C 2.1829 -1.6222 4.7188 -0.08
C 1.2729 -1.3522 3.4968 -0.30
O 0.6749 -2.5512 2.9198 -0.07
H 1.4889 -2.1672 5.3958 0.08
H 2.5529 -0.6832 4.9908 0.04
H 3.0519 -2.3232 4.4828 0.09
H 1.8739 -0.7972 2.7888 0.10
H 0.3899 -0.6972 3.7168 0.12
H 0.6259 -2.1252 2.1068 -0.01
C -4.6871 -2.3872 3.6038 -0.07
C -3.2921 -2.1042 2.9258 -0.34
O -3.5481 -1.9292 1.5718 -0.09
H -5.2231 -1.4932 3.4998 0.04
H -4.3881 -2.6232 4.7688 0.13
H -5.1231 -3.2032 3.1568 0.02
H -2.3531 -2.7412 2.8478 0.12
H -2.9041 -1.2102 3.5058 0.11
H -2.7971 -1.5732 1.0858 0.05
C 1.1999 4.7098 3.0208 -0.07
C 0.9359 3.5608 1.9778 -0.34
O 1.8659 2.5918 2.2548 -0.04
H 2.1639 5.1988 2.6808 0.12
H 0.6989 4.4108 3.9268 0.08
H 0.5449 5.4158 2.8568 -0.02
H 0.9079 4.1008 0.9718 0.13
H 0.0529 3.0288 2.2918 0.10
H 1.4189 1.9938 1.7228 0.01
C 0.3899 -4.9842 -2.8902 -0.12
C 0.2269 -3.6702 -2.4672 -0.35
O 0.4239 -3.6902 -1.0562 0.01
H 1.2629 -5.4672 -2.8232 0.02
H 0.6029 -4.9382 -3.9962 0.10
H -0.4591 -5.7972 -2.6162 0.15
H -0.6671 -3.2652 -2.7982 0.09
H 0.9139 -2.8402 -2.8172 0.13
H 0.4319 -2.8732 -0.8342 -0.07
C -2.8511 4.5208 0.5188 -0.05
C -2.7511 2.9798 0.3748 -0.31
O -2.0211 2.7938 -0.7792 -0.04
H -1.9341 4.9758 0.4528 0.03
H -3.2841 4.7798 1.5638 0.10
H -3.6061 4.8138 -0.2022 0.07
H -3.6881 2.5068 0.2108 0.11
H -2.2091 2.5028 1.1158 0.08
H -2.0271 1.9158 -0.7962 -0.03



(5)
107
Properties=species:S:1:pos:R:3:lowdin_charge:R:1 method="wB97M-V/def2-TZVPD" total_charge=0 gap_ev="3.2 / 3.2" energy_ha=-2456.9679 largest_force_ev_per_a=4.14
Au 0.4152 0.0972 0.1505 0.89
O 3.0008 -2.0131 -4.2671 0.08
C 1.8789 -2.6767 -4.5560 -0.26
C 1.9297 -3.6125 -5.5785 -0.01
C 0.8193 -4.3531 -5.9368 -0.06
C -0.3930 -4.1622 -5.2747 -0.09
C -0.4907 -3.2343 -4.2722 -0.03
C 0.6311 -2.4532 -3.8768 -0.18
C 0.5134 -1.4599 -2.9404 -0.17
O 0.9406 -0.6299 -2.1972 -0.10
N 2.9752 -0.3934 -2.0073 0.16
N 3.1862 0.2776 -1.0893 -0.08
C 3.7488 0.9495 -0.1603 -0.13
C 3.0261 1.7348 0.7782 -0.28
C 3.7225 2.4424 1.7784 -0.04
C 3.0315 3.2507 2.6482 -0.07
C 1.6501 3.3834 2.4884 -0.08
C 1.0352 2.6463 1.4997 -0.16
N 1.6822 1.8138 0.6849 -0.02
H 2.9277 -1.4544 -3.4648 0.04
H 2.8759 -3.7491 -6.0771 0.12
H 0.8926 -5.0701 -6.7379 0.10
H -1.2600 -4.7311 -5.5725 0.10
H -1.4216 -3.0699 -3.7516 0.11
H 4.8326 0.9405 -0.1170 0.11
H 4.7949 2.3330 1.8500 0.11
H 3.5485 3.7811 3.4360 0.11
H 1.0667 4.0267 3.1301 0.10
H -0.0279 2.7094 1.3243 0.09
C 2.3774 -3.6235 -0.9106 -0.04
C 1.2926 -4.0930 0.0674 -0.34
C -0.0799 -3.7716 -0.5164 -0.06
C 1.6114 -3.5611 1.4547 -0.13
C 2.6205 -4.2229 2.1480 -0.04
C 3.0052 -3.8392 3.4173 -0.07
C 2.3843 -2.7623 4.0197 -0.04
C 1.3844 -2.0644 3.3664 -0.15
C 0.7384 -0.8817 4.0525 -0.36
C -0.0810 -1.3368 5.2636 -0.04
C 1.7990 0.1356 4.4761 -0.05
C 1.0011 -2.4600 2.0702 -0.18
N 0.0254 -1.7071 1.4186 0.04
C -1.2404 -1.8491 1.7021 -0.19
C -2.2438 -0.9481 1.1787 -0.16
N -1.9022 0.0974 0.4827 0.09
C -2.7667 1.1134 0.1025 -0.17
C -2.9321 1.3651 -1.2695 -0.14
C -3.7353 2.4142 -1.6817 -0.04
C -4.3484 3.2416 -0.7605 -0.07
C -4.1530 3.0151 0.5885 -0.05
C -3.3938 1.9483 1.0497 -0.15
C -3.2866 1.7237 2.5458 -0.36
C -4.6653 1.8280 3.2119 -0.06
C -2.3129 2.7101 3.2025 -0.05
C -2.2742 0.4763 -2.2975 -0.39
C -1.3075 1.2984 -3.1527 -0.06
C -3.3220 -0.2358 -3.1559 -0.05
C -3.5486 -1.4363 1.6204 -0.08
C -4.8539 -1.0687 1.4077 0.00
C -5.8682 -1.7977 2.0591 -0.06
C -5.6120 -2.8625 2.8879 -0.01
C -4.2808 -3.2882 3.1037 -0.15
C -3.8299 -4.3701 3.8956 -0.01
C -2.4895 -4.6571 3.9695 -0.05
C -1.5080 -3.9181 3.2839 0.00
C -1.9099 -2.8455 2.5231 -0.09
C -3.2930 -2.5541 2.4501 -0.07
H 2.1082 -3.8937 -1.9290 0.07
H 3.3317 -4.0829 -0.6676 0.08
H 2.4997 -2.5447 -0.8622 0.06
H 1.3546 -5.1877 0.1429 0.14
H -0.1643 -2.7171 -0.7608 0.05
H -0.8785 -4.0408 0.1705 0.08
H -0.2044 -4.3409 -1.4372 0.08
H 3.1075 -5.0693 1.6834 0.11
H 3.7980 -4.3624 3.9288 0.10
H 2.6769 -2.4563 5.0124 0.11
H 0.0644 -0.3856 3.3475 0.11
H 0.5531 -1.8432 5.9882 0.08
H -0.8707 -2.0231 4.9641 0.06
H -0.5412 -0.4799 5.7518 0.08
H 2.4639 -0.2808 5.2277 0.07
H 1.3252 1.0193 4.8965 0.08
H 2.3941 0.4356 3.6169 0.07
H -3.8864 2.5782 -2.7384 0.11
H -4.9751 4.0564 -1.0937 0.10
H -4.6232 3.6741 1.3030 0.11
H -2.9011 0.7168 2.7278 0.11
H -4.9775 2.8650 3.3071 0.07
H -4.6304 1.3988 4.2110 0.08
H -5.4179 1.2911 2.6383 0.07
H -2.4348 3.7119 2.7961 0.08
H -1.2878 2.3926 3.0427 0.05
H -2.4867 2.7519 4.2761 0.08
H -1.7013 -0.2913 -1.7674 0.09
H -1.8169 2.1310 -3.6325 0.07
H -0.8612 0.6752 -3.9246 0.07
H -0.5093 1.6974 -2.5292 0.07
H -3.8770 0.4685 -3.7703 0.07
H -4.0324 -0.7678 -2.5261 0.08
H -2.8408 -0.9560 -3.8134 0.06
H -5.1092 -0.2464 0.7551 0.12
H -6.8926 -1.4940 1.8964 0.11
H -6.4251 -3.3876 3.3689 0.11
H -4.5459 -4.9695 4.4385 0.11
H -2.1619 -5.4894 4.5745 0.11
H -0.4699 -4.1986 3.3694 0.12